No. 1
DFT (ωB97M-V with the def2-TZVPD basis set) results for a structure of composition C15H25N2O2Pd in a non-equilibrium geometry.

ORCA input file:
```
! RIJCOSX wB97M-V def2-TZVPD def2/J DEFGRID3
* xyz -1 1
Pd 0.45 -0.10 -0.33
O 0.31 -0.31 2.40
C 0.57 -1.70 2.37
C -0.72 -2.51 2.55
C -1.84 -2.08 1.58
C -1.64 -2.55 0.16
C -1.97 -3.85 -0.21
C -1.83 -4.24 -1.53
C -1.38 -3.30 -2.45
C -1.08 -2.03 -2.00
N -1.20 -1.65 -0.73
H 0.33 0.02 1.41
H 1.26 -1.95 3.18
H 1.05 -1.97 1.42
H -1.08 -2.37 3.57
H -0.48 -3.57 2.42
H -1.88 -0.99 1.58
H -2.79 -2.47 1.96
H -2.34 -4.55 0.53
H -2.09 -5.25 -1.84
H -1.26 -3.56 -3.50
H -0.74 -1.27 -2.69
O -1.58 2.11 -0.64
C -1.14 2.40 -1.75
C -1.72 3.57 -2.55
C -2.46 3.13 -3.84
C -2.05 1.77 -4.39
C -0.58 1.70 -4.81
C 0.39 2.03 -3.64
N -0.15 1.71 -2.35
H -0.88 4.23 -2.80
H -2.39 4.12 -1.90
H -2.32 3.90 -4.61
H -3.53 3.09 -3.62
H -2.67 1.53 -5.26
H -2.23 1.01 -3.64
H -0.39 2.39 -5.64
H -0.38 0.69 -5.18
H 0.67 3.08 -3.69
H 1.30 1.44 -3.75
H 0.33 0.91 -1.68
C 2.59 -0.02 -0.84
H 2.82 -0.54 -1.77
H 3.20 -0.48 -0.05
H 2.95 1.01 -0.95
*
```

Values from the calculation:
HOMO-LUMO gap	5.39	eV
strongest force on any atom	0.039	Eh/bohr
electronic energy	-26514.7625	eV
HOMO	-2.317	eV

Here are the Mulliken charges for atoms 1 to 6, given in e:
1. Pd -1.3580
2. O -0.4612
3. C -0.5628
4. C -0.4445
5. C -1.2403
6. C 0.6216


No. 2
DFT (ωB97M-V with the def2-TZVPD basis set) results for a cluster of 2 separate species, CH7NO in total in a non-equilibrium geometry.

ORCA input file:
```
! RIJCOSX wB97M-V def2-TZVPD def2/J DEFGRID3
* xyz 0 1
C 1.56 -0.12 -0.01
H -0.62 -0.76 0.23
H -0.31 0.73 0.29
H 2.03 0.87 -0.54
H 1.90 0.17 1.06
H 1.94 -1.16 -0.25
H -2.77 -0.33 -0.51
H -1.74 0.74 -0.21
N 0.07 -0.04 -0.17
O -2.06 -0.11 0.11
*
```

Values from the calculation:
energy above the lowest of the compared OMol25 structures with the same formula, charge and spin	208.11	kJ/mol
HOMO-LUMO gap	9.56	eV
strongest force on any atom	0.087	Eh/bohr
electronic energy	-4685.7705	eV
structure (SMILES)	CN.O
HOMO	-8.626	eV

Here are the Mulliken charges for atoms 1 to 6, given in e:
1. C -0.6349
2. H 0.2634
3. H 0.2038
4. H 0.1978
5. H 0.2105
6. H 0.2658


No. 3
DFT (ωB97M-V with the def2-TZVPD basis set) results for an isolated molecule of C4H5N3 in a non-equilibrium geometry.

ORCA input file:
```
! RIJCOSX wB97M-V def2-TZVPD def2/J DEFGRID3
* xyz 0 1
C 0.48 -0.18 0.16
C -0.49 -0.25 -0.86
C -1.30 0.90 -0.47
C -0.60 1.68 0.41
H 1.77 -3.13 -0.22
H -0.81 -1.13 -1.42
H -2.37 1.20 -0.83
H -0.52 2.63 0.81
H 1.07 1.23 1.61
N 1.28 -2.26 -0.60
N 1.20 -1.48 0.49
N 0.29 0.80 0.92
*
```

Values from the calculation:
energy above the lowest of the compared OMol25 structures with the same formula, charge and spin	431.69	kJ/mol
HOMO-LUMO gap	8.41	eV
strongest force on any atom	0.200	Eh/bohr
electronic energy	-8695.3382	eV
structure (SMILES)	[H]/N=N/c1ccc[nH]1
HOMO	-8.348	eV

Here are the Mulliken charges for atoms 1 to 6, given in e:
1. C 0.1606
2. C -0.3918
3. C -0.4383
4. C -0.3203
5. H 0.2593
6. H 0.3947


No. 4
DFT (ωB97M-V with the def2-TZVPD basis set) results for an isolated molecule of C19H27N3O4.

ORCA input file:
```
! RIJCOSX wB97M-V def2-TZVPD def2/J DEFGRID3
* xyz 0 1
C 3.77 -3.48 1.83
H 4.65 -2.90 2.12
O 2.61 -3.02 2.49
C 2.20 -1.74 2.26
C 2.83 -0.84 1.42
C 2.30 0.43 1.24
C 1.13 0.82 1.88
C 0.50 -0.09 2.73
C 1.03 -1.35 2.92
H 0.55 -2.06 3.57
H -0.40 0.20 3.25
N 0.58 2.08 1.65
C -0.24 2.77 2.50
O -0.53 2.45 3.63
C -0.69 4.04 1.79
H -1.76 4.18 1.94
C -0.34 3.78 0.33
H -0.08 4.69 -0.22
C -1.52 3.10 -0.39
O -2.54 2.77 0.17
N -1.30 2.90 -1.71
H -0.41 3.16 -2.11
C -2.19 2.11 -2.53
C -1.57 0.76 -2.91
H -2.22 0.28 -3.64
H -0.60 0.91 -3.37
C -1.40 -0.15 -1.68
N -0.57 -1.29 -2.04
C -1.30 -2.37 -2.69
H -1.97 -1.96 -3.44
C -2.08 -3.24 -1.70
H -2.51 -4.11 -2.21
O -1.25 -3.76 -0.69
C -0.60 -2.71 0.01
H 0.05 -3.19 0.75
C 0.22 -1.84 -0.95
H 0.70 -1.03 -0.40
H 1.00 -2.47 -1.41
H -1.34 -2.09 0.53
H -2.90 -2.66 -1.25
H -0.55 -3.00 -3.19
H -2.39 -0.42 -1.29
H -0.88 0.41 -0.90
H -3.10 1.97 -1.95
H -2.42 2.68 -3.44
C 0.84 2.81 0.43
H 0.91 2.12 -0.42
H 1.79 3.37 0.50
H -0.15 4.90 2.20
H 2.82 1.12 0.59
H 3.74 -1.10 0.90
H 3.65 -3.45 0.75
H 3.90 -4.51 2.16
*
```

Values from the calculation:
energy above the lowest of the compared OMol25 structures with the same formula, charge and spin	200.58	kJ/mol
HOMO-LUMO gap	8.57	eV
strongest force on any atom	0.014	Eh/bohr
electronic energy	-32801.8581	eV
structure (SMILES)	COc1ccc(N2C[C@@H](C(=O)NCCCN3CCOCC3)CC2=O)cc1
HOMO	-8.080	eV

Here are the Mulliken charges for atoms 1 to 6, given in e:
1. C -0.8761
2. H 0.3464
3. O -0.4784
4. C 0.6205
5. C -0.3822
6. C -0.6568


No. 5
DFT (ωB97M-V with the def2-TZVPD basis set) results for a structure of composition C5H5Cl in a non-equilibrium geometry.

ORCA input file:
```
! RIJCOSX wB97M-V def2-TZVPD def2/J DEFGRID3
* xyz 0 1
C 0.16 -0.70 -1.15
C 0.32 0.09 0.91
C -1.11 0.97 -0.61
C 0.36 0.65 -0.51
C -0.75 -0.33 -0.03
Cl -1.91 1.03 -2.13
H -0.37 -0.80 -2.11
H 0.75 -1.53 -1.05
H 1.00 -0.65 1.09
H 0.27 0.75 1.83
H -1.68 1.81 0.26
*
```

Values from the calculation:
energy above the lowest of the compared OMol25 structures with the same formula, charge and spin	369.99	kJ/mol
HOMO-LUMO gap	11.20	eV
strongest force on any atom	0.114	Eh/bohr
electronic energy	-17783.7253	eV
HOMO	-10.114	eV

Here are the Mulliken charges for atoms 1 to 6, given in e:
1. C -0.4591
2. C -0.3857
3. C 0.1805
4. C -0.0573
5. C -0.1590
6. Cl -0.1834


No. 6
DFT (ωB97M-V with the def2-TZVPD basis set) results for a structure of composition C21H30F6MnN7O4S4 in a non-equilibrium geometry.

ORCA input file:
```
! RIJCOSX wB97M-V def2-TZVPD def2/J DEFGRID3
* xyz -1 6
Mn -1.72 -0.37 -0.95
C -6.39 1.67 0.26
S -5.72 2.27 -1.27
C -4.24 1.26 -1.49
S -4.02 0.02 -0.34
N -3.47 1.51 -2.49
N -2.36 0.71 -2.59
C -1.79 0.81 -3.79
C -0.71 0.03 -4.27
C -0.19 0.20 -5.61
C 0.72 -0.67 -6.18
C 1.17 -1.77 -5.40
C 0.74 -1.85 -4.12
N -0.15 -0.99 -3.57
H -7.21 2.35 0.49
H -5.68 1.71 1.08
H -6.79 0.67 0.15
H -2.17 1.56 -4.48
H -0.59 1.02 -6.18
H 1.02 -0.55 -7.19
H 1.93 -2.45 -5.77
H 1.11 -2.59 -3.42
F 4.63 1.17 -2.50
C 3.27 1.01 -2.46
F 2.97 1.03 -3.76
F 2.73 2.04 -1.80
S 2.64 -0.49 -1.53
O -0.36 -1.14 -2.25
O 3.34 -1.55 -2.31
N 1.33 -2.31 0.82
S 0.73 -3.60 1.36
O 0.15 -3.40 2.68
O 1.46 -4.81 1.07
C -0.78 -3.89 0.38
F -1.54 -4.90 0.82
F -0.47 -4.10 -0.92
F -1.58 -2.81 0.44
C 3.72 -2.05 2.31
C 2.76 -0.88 2.36
C 3.47 0.39 1.91
C 2.34 -0.67 3.81
C 1.49 -1.13 1.52
C 0.58 -0.15 1.47
H 4.61 -1.74 2.86
H 3.96 -2.26 1.26
H 3.26 -2.95 2.74
H 4.37 0.55 2.53
H 2.85 1.26 2.03
H 3.79 0.35 0.87
H 3.22 -0.47 4.44
H 1.80 -1.51 4.25
H 1.70 0.23 3.93
C -0.76 2.35 -0.32
N -0.16 2.22 0.98
C 0.97 3.10 1.26
C -0.26 1.04 1.73
N -0.79 -0.13 0.96
N -0.83 1.27 3.04
C -2.11 1.97 2.94
C -1.00 0.05 3.81
H -0.60 3.36 -0.69
H -1.84 2.19 -0.29
H -0.37 1.69 -1.11
H 1.92 2.84 0.71
H 1.19 3.07 2.31
H 0.70 4.15 1.03
H -1.32 -0.71 1.60
H -2.04 2.90 2.39
H -2.53 2.17 3.95
H -2.88 1.43 2.37
H -1.94 -0.47 3.54
H -1.11 0.34 4.87
H -0.17 -0.63 3.72
*
```

Values from the calculation:
energy above the lowest of the compared OMol25 structures with the same formula, charge and spin	359.76	kJ/mol
HOMO-LUMO gap (alpha / beta)	5.87 / 5.99	eV
strongest force on any atom	0.038	Eh/bohr
electronic energy	-131846.7287	eV
HOMO (alpha / beta)	-3.410 / -5.181	eV

Here are the Mulliken charges for atoms 1 to 6, given in e:
1. Mn 0.3063
2. C -0.7762
3. S -0.1020
4. C 0.4682
5. S -0.4320
6. N -1.2823


No. 7
DFT (ωB97M-V with the def2-TZVPD basis set) results for an isolated molecule of C24H26FN3O5S2.

ORCA input file:
```
! RIJCOSX wB97M-V def2-TZVPD def2/J DEFGRID3
* xyz 0 1
O 0.88 2.51 2.98
S 1.68 1.83 2.00
O 3.07 1.62 2.26
N 1.51 2.56 0.50
H 2.44 2.76 0.14
C 0.69 3.75 0.43
H 0.08 3.76 1.34
C 1.55 5.05 0.35
C 1.12 6.10 1.38
H 1.47 7.09 1.06
C 1.88 5.63 2.62
H 1.33 4.85 3.13
C 3.17 5.05 2.02
H 4.00 5.77 2.05
H 3.48 4.13 2.51
O 2.90 4.78 0.64
H 2.08 6.44 3.32
H 0.04 6.13 1.52
H 1.52 5.43 -0.68
H 0.04 3.68 -0.44
C 0.92 0.24 1.64
C 1.72 -0.88 1.55
C 1.14 -2.09 1.19
C -0.22 -2.12 0.91
C -1.02 -1.01 1.05
C -0.44 0.20 1.42
H -1.02 1.09 1.54
H -2.08 -1.11 0.89
S -0.94 -3.63 0.25
O -2.27 -3.74 0.75
O -0.02 -4.71 0.47
N -1.00 -3.39 -1.40
C 0.28 -3.49 -2.06
C 1.21 -2.32 -1.85
N 0.68 -1.11 -1.80
C 1.47 -0.07 -1.59
C 2.84 -0.17 -1.43
C 3.40 -1.44 -1.50
C 2.58 -2.53 -1.70
H 2.98 -3.53 -1.75
H 4.47 -1.57 -1.38
H 3.44 0.70 -1.26
H 0.97 0.89 -1.55
H 0.74 -4.40 -1.68
H 0.10 -3.62 -3.14
C -1.94 -2.40 -1.90
C -3.35 -2.78 -1.55
C -3.80 -4.08 -1.76
C -5.09 -4.44 -1.46
C -5.95 -3.48 -0.95
C -5.54 -2.18 -0.74
C -4.24 -1.83 -1.05
H -3.90 -0.82 -0.89
H -6.23 -1.45 -0.34
F -7.22 -3.82 -0.65
H -5.45 -5.45 -1.60
H -3.11 -4.81 -2.15
H -1.70 -1.40 -1.52
H -1.83 -2.38 -2.99
H 1.71 -3.00 1.10
H 2.77 -0.79 1.77
*
```

Values from the calculation:
energy above the lowest of the compared OMol25 structures with the same formula, charge and spin	15.54	kJ/mol
HOMO-LUMO gap	8.96	eV
strongest force on any atom	0.018	Eh/bohr
electronic energy	-64404.6378	eV
structure (SMILES)	O=S(=O)(NC[C@H]1CCCO1)c1ccc(S(=O)(=O)N(Cc2ccc(F)cc2)Cc2ccccn2)cc1
HOMO	-8.841	eV

Here are the Mulliken charges for atoms 1 to 6, given in e:
1. O -0.7208
2. S 1.7190
3. O -0.7545
4. N -0.1764
5. H 0.3809
6. C -1.5159


No. 8
DFT (ωB97M-V with the def2-TZVPD basis set) results for an isolated molecule of C4H5NO in a non-equilibrium geometry.

ORCA input file:
```
! RIJCOSX wB97M-V def2-TZVPD def2/J DEFGRID3
* xyz 0 1
O -0.91 0.62 1.31
C -0.06 0.37 0.23
C -0.20 -0.90 -0.57
C 0.88 -0.77 0.46
C 0.18 1.54 -0.61
N 0.15 2.41 -1.37
H -1.72 1.02 0.98
H -1.08 -1.50 -0.40
H 0.13 -0.83 -1.61
H 0.71 -1.25 1.42
H 1.92 -0.72 0.16
*
```

Values from the calculation:
energy above the lowest of the compared OMol25 structures with the same formula, charge and spin	146.85	kJ/mol
HOMO-LUMO gap	11.22	eV
strongest force on any atom	0.022	Eh/bohr
electronic energy	-7765.0044	eV
structure (SMILES)	N#CC1(O)CC1
HOMO	-10.423	eV

Here are the Mulliken charges for atoms 1 to 6, given in e:
1. O -0.5429
2. C 0.8968
3. C -0.7466
4. C -0.6506
5. C 0.0799
6. N -0.4280


No. 9
DFT (ωB97M-V with the def2-TZVPD basis set) results for an isolated molecule of C5H4BrClO2 in a non-equilibrium geometry.

ORCA input file:
```
! RIJCOSX wB97M-V def2-TZVPD def2/J DEFGRID3
* xyz 0 1
O -1.34 -2.46 1.62
Cl 1.75 2.24 -0.70
Br 0.42 -1.04 -2.49
O 0.35 -1.98 0.12
C -0.69 -1.66 0.94
C -0.83 -0.25 1.00
C 0.00 0.31 0.05
C 0.08 1.75 -0.35
C 0.80 -0.80 -0.58
H -1.55 0.28 1.60
H -0.36 2.36 0.45
H -0.55 1.95 -1.23
H 1.90 -0.71 -0.44
*
```

Values from the calculation:
energy above the lowest of the compared OMol25 structures with the same formula, charge and spin	0.34	kJ/mol
HOMO-LUMO gap	10.01	eV
strongest force on any atom	0.079	Eh/bohr
electronic energy	-91909.3553	eV
structure (SMILES)	O=C1C=C(CCl)[C@H](Br)O1
HOMO	-10.652	eV

Here are the Mulliken charges for atoms 1 to 6, given in e:
1. O -0.5723
2. Cl -0.1733
3. Br -0.1213
4. O -0.3039
5. C 0.3361
6. C -0.4869


No. 10
DFT (ωB97M-V with the def2-TZVPD basis set) results for a cluster of 2 separate species, C3H4FI in total in a non-equilibrium geometry.

ORCA input file:
```
! RIJCOSX wB97M-V def2-TZVPD def2/J DEFGRID3
* xyz 0 1
C 0.01 1.99 -0.25
C -0.36 -0.39 0.42
C 0.57 -1.34 -0.13
F -1.17 2.63 -0.30
I -2.32 -0.87 0.27
H 0.62 2.38 0.71
H 0.36 -2.35 0.03
H 1.62 -1.08 0.34
H 0.68 -0.97 -1.10
*
```

Values from the calculation:
energy above the lowest of the compared OMol25 structures with the same formula, charge and spin	589.13	kJ/mol
HOMO-LUMO gap (alpha / beta)	7.30 / 7.09	eV
strongest force on any atom	0.083	Eh/bohr
electronic energy	-13986.6582	eV
HOMO (alpha / beta)	-8.265 / -8.168	eV

Here are the Mulliken charges for atoms 1 to 6, given in e:
1. C 0.0059
2. C -0.1588
3. C -0.9463
4. F -0.1385
5. I 0.1149
6. H 0.1061


No. 11
DFT (ωB97M-V with the def2-TZVPD basis set) results for an isolated molecule of C3H3FOS in a non-equilibrium geometry.

ORCA input file:
```
! RIJCOSX wB97M-V def2-TZVPD def2/J DEFGRID3
* xyz 0 1
C -1.74 -0.36 -0.09
C -1.18 0.79 -0.01
C 0.97 -0.16 0.29
H -1.38 -1.32 -0.41
H -1.75 1.69 0.05
H 0.36 -1.00 0.68
O 0.23 0.96 -0.02
F -3.06 -0.48 0.00
S 2.51 -0.27 -0.08
*
```

Values from the calculation:
energy above the lowest of the compared OMol25 structures with the same formula, charge and spin	140.25	kJ/mol
HOMO-LUMO gap	9.17	eV
strongest force on any atom	0.048	Eh/bohr
electronic energy	-18757.5872	eV
structure (SMILES)	F/C=C/OC=S
HOMO	-9.267	eV

Here are the Mulliken charges for atoms 1 to 6, given in e:
1. C -0.1717
2. C -0.0715
3. C -0.0222
4. H 0.3641
5. H 0.3842
6. H 0.2542


No. 12
DFT (ωB97M-V with the def2-TZVPD basis set) results for a cluster of 2 separate species, C5H10NO in total in a non-equilibrium geometry.

ORCA input file:
```
! RIJCOSX wB97M-V def2-TZVPD def2/J DEFGRID3
* xyz -1 1
C -0.61 0.21 -0.26
C 0.80 0.20 -0.74
C 1.63 0.98 0.15
C 2.92 0.90 0.61
N -1.31 -0.80 0.55
C -2.70 -0.88 -0.29
O -3.32 0.25 -0.36
H -0.78 1.06 0.36
H -1.14 0.37 -1.18
H 1.06 -0.53 -1.47
H 1.06 1.84 0.59
H 1.83 -0.56 1.36
H 3.28 1.44 1.48
H 3.70 0.28 0.22
H -0.92 -1.70 0.11
H -3.12 -1.78 0.22
H -2.36 -1.27 -1.36
*
```

Values from the calculation:
energy above the lowest of the compared OMol25 structures with the same formula, charge and spin	676.07	kJ/mol
HOMO-LUMO gap	4.76	eV
strongest force on any atom	0.134	Eh/bohr
electronic energy	-8877.1107	eV
HOMO	-2.694	eV

Here are the Mulliken charges for atoms 1 to 6, given in e:
1. C -0.3590
2. C -0.4542
3. C -0.3089
4. C -0.6149
5. N -0.6790
6. C -0.3932


> Among the records above, which one has the highest electronic energy?

CH7NO


> The highest strongest force on any atom belongs to which entry?

C4H5N3


> Among the records above, which one has the lowest strongest force on any atom?

C19H27N3O4